Entry from the OMol25 dataset: C36H32Br2FN3OPS4SbSiTa as an isolated structure (ωB97M-V with the def2-TZVPD basis set).

```
83
Properties=species:S:1:pos:R:3
Ta -0.0967 0.3724 -0.1486
S -0.9341 5.3720 -0.9816
Sb -0.6513 3.8413 0.6413
S 1.2338 2.3871 0.2317
S -2.0026 1.9029 0.2402
S -0.6302 4.3608 2.8469
Br -3.5711 -3.3828 0.3033
C -2.7803 -2.4220 1.7149
C -3.0879 -2.7727 3.0453
C -2.5363 -2.0975 4.0967
Br -3.0019 -2.6087 5.8639
C -1.6301 -1.0271 3.8879
C -1.0456 -0.2066 4.8863
C -0.2207 0.8081 4.5108
C 0.0866 0.9990 3.1449
N -0.4228 0.2402 2.2076
C -1.3061 -0.7284 2.5606
C -1.8961 -1.4012 1.4491
O -1.5618 -0.9779 0.2614
H -3.7801 -3.5840 3.2220
H -1.2821 -0.3845 5.9265
H 0.2102 1.4835 5.2352
H 0.7481 1.7929 2.8283
C -2.1758 1.9825 -3.1766
Si -0.4179 1.3940 -3.3967
C 0.8063 2.8069 -3.4370
C -0.4841 0.6819 -5.1534
N 0.0766 0.1318 -2.1834
C 0.7870 -0.9666 -2.7117
C 1.7257 -0.8208 -3.7410
C 2.3923 -1.8912 -4.3166
C 2.1713 -3.1811 -3.8597
C 1.3228 -3.3633 -2.7783
C 0.6865 -2.2775 -2.2172
F -0.0013 -2.4964 -1.0750
H -2.3255 2.7652 -3.9258
H -2.4271 2.3940 -2.2074
H -2.8563 1.1576 -3.4047
H 0.5038 3.4995 -4.2261
H 1.8040 2.4287 -3.6780
H 0.8589 3.3699 -2.5067
H -1.1479 1.3672 -5.6891
H -0.9271 -0.3132 -5.2037
H 0.4597 0.6578 -5.6906
H 1.9651 0.1758 -4.0783
H 3.0957 -1.7040 -5.1179
H 2.6760 -4.0282 -4.3044
H 1.1564 -4.3318 -2.3260
N 1.5161 -0.5458 0.3500
P 2.5473 -1.4391 1.1017
C 2.7178 -1.0888 2.8712
C 3.0964 0.2182 3.1858
C 3.2929 0.5914 4.5018
C 3.1055 -0.3352 5.5206
C 2.7251 -1.6314 5.2166
C 2.5389 -2.0121 3.8928
C 4.2096 -1.1429 0.4634
C 5.3357 -1.7271 1.0399
C 6.5939 -1.4549 0.5321
C 6.7308 -0.5897 -0.5475
C 5.6130 -0.0012 -1.1156
C 4.3482 -0.2775 -0.6139
C 2.1768 -3.1968 0.9459
C 0.9708 -3.6445 1.4888
C 0.5698 -4.9557 1.3161
C 1.3729 -5.8337 0.5964
C 2.5648 -5.3925 0.0463
C 2.9648 -4.0724 0.2139
H 3.2122 0.9526 2.3942
H 3.5762 1.6101 4.7318
H 3.2509 -0.0413 6.5520
H 2.5706 -2.3537 6.0076
H 2.2556 -3.0324 3.6694
H 5.2293 -2.3878 1.8936
H 7.4675 -1.9089 0.9818
H 7.7158 -0.3712 -0.9394
H 5.7171 0.6807 -1.9490
H 3.4651 0.1817 -1.0419
H 0.3208 -2.9567 2.0193
H -0.3759 -5.2843 1.7264
H 1.0594 -6.8601 0.4554
H 3.1822 -6.0689 -0.5306
H 3.8858 -3.7285 -0.2403
```

Results
- HOMO (eV) = -4.80
- energy relative to the best compared isomer or geometry (same formula, charge and spin) (kJ/mol) = 56.8
- charge = -1
- multiplicity = 1
- largest force on an atom (Eh/bohr) = 0.013
- HOMO-LUMO gap (eV) = 6.772

Mulliken charges in e: 1.254, -0.643, 0.832, -0.650, -0.561, -0.621, -0.182, -0.019, -0.466, 0.129, -0.255, 0.493, -1.104, -1.453, -0.838, 1.353, -0.193, 0.533, -1.017, 0.419, 0.319, 0.595, 0.969, -0.885, -0.100, -0.749, -1.171, -0.114, 0.186, 0.017, -1.101, -0.614, -0.815, 0.464, 0.283, 0.338, 0.224, 0.243, 0.358, 0.267, 0.232, 0.385, 0.351, 0.363, 0.406, 0.422, 0.395, 0.537, 0.542, 1.463, 0.640, -0.606, -0.682, -0.510, -0.725, -0.384, -0.030, -0.453, -0.756, -0.471, -0.729, -0.323, 0.385, -0.313, -0.924, -0.732, -0.817, -0.684, 0.344, 0.436, 0.407, 0.440, 0.418, 0.410, 0.408, 0.386, 0.445, 0.319, 0.576, 0.497, 0.380, 0.406, 0.421

=====

Entry from the OMol25 dataset: C31H36O2PRuS2Sb2 as an isolated structure (ωB97M-V with the def2-TZVPD basis set).

```
75
Properties=species:S:1:pos:R:3
Ru -0.5582 -0.2724 0.5401
C 2.9745 0.2088 -0.4762
C 2.7024 1.5985 0.1257
C 1.6999 2.4723 -0.6317
Sb 0.0301 1.4081 -1.4058
C -1.5629 2.7469 -1.5279
C -1.4082 3.8801 -2.3276
C -2.4637 4.7649 -2.4815
C -3.6771 4.5165 -1.8533
C -3.8334 3.3870 -1.0651
C -2.7788 2.4983 -0.9017
C 0.5881 1.1093 -3.4201
C 1.3358 2.1510 -3.9780
C 1.7059 2.1074 -5.3150
C 1.3405 1.0323 -6.1074
C 0.5753 0.0092 -5.5701
C 0.1922 0.0511 -4.2372
Sb 1.9423 -1.2726 0.6693
C 3.3128 -2.8444 0.4256
C 2.9316 -4.0875 -0.0640
C 3.8987 -5.0746 -0.2069
C 5.2142 -4.8232 0.1524
C 5.5804 -3.5838 0.6569
C 4.6269 -2.5862 0.8056
C 0.2570 -2.1922 -0.3657
C -0.4851 -3.0900 0.4250
C -1.4593 -3.8962 -0.1438
C -1.7059 -3.8147 -1.5081
C -0.9721 -2.9488 -2.3145
C 0.0063 -2.1524 -1.7454
H 4.0263 -0.0641 -0.3782
H 2.7500 0.1287 -1.5438
H 3.6474 2.1432 0.1703
H 2.3798 1.5036 1.1657
H 2.1857 2.9184 -1.4957
H 1.3063 3.2794 -0.0143
H -0.4730 4.0914 -2.8320
H -2.3384 5.6464 -3.0958
H -4.5012 5.2046 -1.9858
H -4.7783 3.1907 -0.5760
H -2.9274 1.6227 -0.2840
H 1.6377 3.0118 -3.3987
H 2.2815 2.9212 -5.7357
H 1.6375 1.0018 -7.1470
H 0.2622 -0.8178 -6.1932
H -0.4609 -0.7283 -3.8752
H 1.9108 -4.2956 -0.3542
H 3.6189 -6.0415 -0.6036
H 5.9582 -5.6004 0.0411
H 6.6057 -3.3918 0.9429
H 4.9289 -1.6279 1.2118
H -0.2828 -3.1723 1.4892
H -2.0241 -4.5835 0.4713
H -2.4695 -4.4399 -1.9527
H -1.1549 -2.9175 -3.3809
H 0.6390 -1.5360 -2.3670
C -3.1789 3.0401 5.1667
C -4.0160 2.1122 4.3320
O -3.2987 1.7514 3.0816
P -2.2135 0.6768 2.8769
S -0.4947 1.3805 2.0962
S -2.6454 -0.6446 1.4192
O -2.0469 0.0075 4.2772
C -1.0588 -1.0363 4.5738
C -1.4674 -1.7097 5.8537
H -3.7507 3.3245 6.0510
H -2.9331 3.9479 4.6172
H -2.2599 2.5614 5.5044
H -4.9232 2.5832 3.9672
H -4.2711 1.1851 4.8393
H -0.0914 -0.5407 4.6479
H -1.0434 -1.7309 3.7317
H -1.5041 -0.9973 6.6764
H -0.7353 -2.4779 6.1035
H -2.4429 -2.1833 5.7526
```

Results
- HOMO (spin up / spin down) (eV) = -13.66 / -13.63
- energy relative to the best compared isomer or geometry (same formula, charge and spin) (kJ/mol) = 0.0
- expectation value of S² = 0.82
- charge = +2
- multiplicity = 2
- largest force on an atom (Eh/bohr) = 0.015
- HOMO-LUMO gap (spin up / spin down) (eV) = 5.740 / 6.165

Mulliken charges in e: 0.286, -1.150, -0.787, -0.874, 1.751, 0.685, -0.416, -0.778, -0.496, -0.827, -0.320, 1.196, -0.667, -0.864, -0.525, -0.634, -0.636, 0.878, 0.608, -0.195, -0.671, -0.536, -0.622, -0.775, -1.273, 0.235, -0.708, -0.656, -0.701, -0.189, 0.746, 0.341, 0.378, 0.277, 0.480, 0.498, 0.276, 0.420, 0.416, 0.441, 0.293, 0.122, 0.430, 0.420, 0.440, 0.591, 0.351, 0.413, 0.404, 0.409, 0.400, 0.451, 0.510, 0.450, 0.577, 1.201, -1.062, -0.158, -0.239, 0.780, -0.557, -0.484, -0.184, 0.164, -1.384, 0.386, 0.325, 0.300, 0.326, 0.300, 0.326, -0.012, 0.345, 0.420, 0.336

=====

Entry from the OMol25 dataset: C33H45B4IN5O9P as an isolated structure at a distorted geometry (ωB97M-V with the def2-TZVPD basis set).

```
98
Properties=species:S:1:pos:R:3
C 6.5949 1.6384 1.7372
C 7.3512 0.4489 2.2846
O 6.4232 -0.4101 2.8845
C 6.9194 -1.7184 3.0207
C 6.7195 -2.5063 1.7523
O 5.3854 -2.9163 1.6864
C 4.7381 -2.5401 0.5028
C 3.5718 -3.4930 0.3212
O 2.4351 -2.8949 -0.2311
C 2.6545 -2.3307 -1.5206
B 2.2667 -0.8116 -1.4408
O 2.6927 0.0407 -0.4513
B 1.5677 0.5131 0.2043
B 1.7309 0.9060 1.8548
O 1.6898 2.2186 2.2200
O 1.9463 -0.0362 2.8360
C 0.6868 -0.5509 3.3293
O 0.3478 0.6731 -0.4634
B 0.2350 -0.0523 -1.6264
P -1.3656 -0.8866 -2.2411
O -2.6900 -0.1261 -1.5667
I -1.4468 -0.4705 -4.6580
O 1.3837 -0.2581 -2.3490
H 7.1623 2.5424 1.8583
H 5.6627 1.7581 2.2460
H 6.4270 1.4983 0.6889
H 8.0845 0.7629 3.0129
H 7.8818 -0.0070 1.4604
H 7.9553 -1.7213 3.3341
H 6.3395 -2.1591 3.8068
H 7.3872 -3.3524 1.7918
H 7.0058 -1.8677 0.9339
H 4.3852 -1.5195 0.5078
H 5.4198 -2.6542 -0.3295
H 3.8808 -4.3879 -0.2006
H 3.2974 -3.7971 1.3114
H 3.6356 -2.5231 -1.9263
H 1.9562 -2.8012 -2.1956
H 2.3571 2.3822 2.8808
H -0.0481 0.2371 3.3957
H 0.3465 -1.3082 2.6434
H 0.8116 -0.9841 4.2947
H -2.3736 0.2091 -0.7233
N -5.9046 4.0087 -1.9917
C -5.3238 5.1103 -1.5276
C -3.9648 5.2174 -1.2746
C -3.1638 4.1144 -1.5142
C -3.7495 2.9561 -1.9968
C -5.1182 2.9598 -2.2183
H -5.9892 5.9484 -1.3511
H -3.5474 6.1412 -0.8991
H -2.0998 4.1543 -1.3305
H -3.1665 2.0747 -2.1931
H -5.6194 2.0761 -2.5978
N -1.4558 -2.1070 5.1844
C -1.8022 -2.3353 6.4480
C -3.1078 -2.4980 6.8770
C -4.1187 -2.4168 5.9416
C -3.7863 -2.1777 4.6219
C -2.4436 -2.0310 4.2956
H -0.9789 -2.3910 7.1511
H -3.3236 -2.6844 7.9196
H -5.1529 -2.5373 6.2355
H -4.5493 -2.1043 3.8598
H -2.1380 -1.8436 3.2720
N -0.4141 4.0182 -3.4984
C -0.2988 5.1253 -4.2227
C 0.8737 5.5169 -4.8501
C 1.9913 4.7122 -4.7129
C 1.8898 3.5560 -3.9600
C 0.6680 3.2582 -3.3786
H -1.1985 5.7260 -4.3007
H 0.9078 6.4282 -5.4299
H 2.9263 4.9819 -5.1855
H 2.7364 2.8978 -3.8252
H 0.5411 2.3617 -2.7832
N 0.1504 -3.2898 -7.4338
C -1.0549 -3.0946 -6.9097
C -2.0804 -4.0260 -6.9651
C -1.8404 -5.2284 -7.6060
C -0.5912 -5.4485 -8.1597
C 0.3643 -4.4504 -8.0437
H -1.2029 -2.1340 -6.4118
H -3.0406 -3.8118 -6.5162
H -2.6138 -5.9821 -7.6729
H -0.3603 -6.3729 -8.6699
H 1.3568 -4.5820 -8.4597
N -4.7085 1.5903 4.0464
C -5.0525 1.3570 5.3066
C -6.3616 1.1866 5.7305
C -7.3730 1.2679 4.7900
C -7.0358 1.5127 3.4725
C -5.6932 1.6640 3.1562
H -4.2293 1.3026 6.0107
H -6.5800 0.9953 6.7720
H -8.4080 1.1424 5.0801
H -7.7912 1.5858 2.7032
H -5.3855 1.8541 2.1383
```

Results
- HOMO (eV) = -8.43
- charge = 0
- multiplicity = 1
- largest force on an atom (Eh/bohr) = 0.045
- HOMO-LUMO gap (eV) = 8.010

Mulliken charges in e: -1.146, -0.295, -0.277, -0.699, -0.400, -0.312, -0.266, -0.743, -0.343, -0.609, 0.466, -0.027, 0.356, 0.386, -0.572, -0.658, -0.895, -0.489, 0.924, -0.228, -0.436, 0.073, -0.178, 0.397, 0.199, 0.273, 0.367, 0.342, 0.421, 0.307, 0.335, 0.331, 0.300, 0.386, 0.230, 0.400, 0.393, 0.275, 0.289, 0.405, 0.323, 0.323, 0.295, -0.586, -0.236, -0.595, -0.146, -0.074, -0.475, 0.361, 0.370, 0.469, 0.531, 0.391, -0.334, -0.202, -0.528, -0.191, -0.651, 0.014, 0.364, 0.368, 0.421, 0.377, 0.363, -0.143, -0.269, -0.507, -0.318, -0.716, -0.754, 0.395, 0.376, 0.389, 0.394, 1.094, -0.524, 0.161, -0.373, -0.258, -0.349, -0.185, -0.085, 0.349, 0.369, 0.352, 0.360, -0.461, -0.273, -0.347, -0.229, -0.397, -0.326, 0.397, 0.385, 0.382, 0.374, 0.501

=====

Entry from the OMol25 dataset: one molecule with the formula C5H12FOP at a distorted geometry (ωB97M-V with the def2-TZVPD basis set).

```
20
Properties=species:S:1:pos:R:3
C -2.5805 -0.4322 0.3187
C -1.1846 -0.5272 0.9140
C -0.1429 -0.3071 -0.2605
C 1.2889 -0.1920 0.1350
C 2.0768 0.2319 -1.0196
P 3.9077 0.8734 -0.6598
O 3.4997 2.4749 -0.4988
F 4.3515 0.9295 -2.2685
H -2.9457 -1.0789 -0.5448
H -2.6181 0.6356 -0.0095
H -3.2653 -0.7830 1.1855
H -1.1151 0.1996 1.6962
H -1.0464 -1.5122 1.2073
H -0.5931 0.6177 -0.6013
H -0.3379 -1.0581 -0.9573
H 1.6955 -1.1796 0.4892
H 1.4845 0.5025 0.9334
H 2.1068 -0.2793 -1.9149
H 1.7603 1.1953 -1.4930
H 4.1310 3.1515 -0.0607
```

Results
- HOMO (eV) = -9.06
- SMILES string = CCCCCP(O)F
- energy relative to the best compared isomer or geometry (same formula, charge and spin) (kJ/mol) = 69.0
- charge = 0
- multiplicity = 1
- largest force on an atom (Eh/bohr) = 0.103
- HOMO-LUMO gap (eV) = 9.815

Mulliken charges in e: -1.104, -0.498, -0.901, -0.308, -1.107, 0.308, -0.502, -0.310, 0.289, 0.321, 0.299, 0.358, 0.403, 0.384, 0.341, 0.266, 0.376, 0.678, 0.368, 0.342

=====

Look up the largest force on an atom of the second one.
0.015 Eh/bohr

=====

Please write out number 4 again, unchanged.
Entry from the OMol25 dataset: one molecule with the formula C5H12FOP at a distorted geometry (ωB97M-V with the def2-TZVPD basis set).

```
20
Properties=species:S:1:pos:R:3
C -2.5805 -0.4322 0.3187
C -1.1846 -0.5272 0.9140
C -0.1429 -0.3071 -0.2605
C 1.2889 -0.1920 0.1350
C 2.0768 0.2319 -1.0196
P 3.9077 0.8734 -0.6598
O 3.4997 2.4749 -0.4988
F 4.3515 0.9295 -2.2685
H -2.9457 -1.0789 -0.5448
H -2.6181 0.6356 -0.0095
H -3.2653 -0.7830 1.1855
H -1.1151 0.1996 1.6962
H -1.0464 -1.5122 1.2073
H -0.5931 0.6177 -0.6013
H -0.3379 -1.0581 -0.9573
H 1.6955 -1.1796 0.4892
H 1.4845 0.5025 0.9334
H 2.1068 -0.2793 -1.9149
H 1.7603 1.1953 -1.4930
H 4.1310 3.1515 -0.0607
```

Results
- HOMO (eV) = -9.06
- SMILES string = CCCCCP(O)F
- energy relative to the best compared isomer or geometry (same formula, charge and spin) (kJ/mol) = 69.0
- charge = 0
- multiplicity = 1
- largest force on an atom (Eh/bohr) = 0.103
- HOMO-LUMO gap (eV) = 9.815

Mulliken charges in e: -1.104, -0.498, -0.901, -0.308, -1.107, 0.308, -0.502, -0.310, 0.289, 0.321, 0.299, 0.358, 0.403, 0.384, 0.341, 0.266, 0.376, 0.678, 0.368, 0.342